No. 1
Below is a structure of composition C24H18F5IN14O2S2W at a distorted geometry, with properties calculated with ωB97M-V with the def2-TZVPD basis set.

Calculated values
Relative energy (zero: lowest compared OMol25 entry of this formula, charge and spin) = 19.5 kJ/mol
Total charge = -2
HOMO (alpha / beta) = -0.93 / -0.95 eV
Multiplicity = 1

The geometry in XYZ format:
```
67
Properties=species:S:1:pos:R:3:lowdin_charge:R:1
C -3.12 -1.53 -0.45 -0.282
H -0.65 6.07 -4.20 0.075
C 1.91 -1.75 2.40 -0.736
C -1.91 -1.20 3.73 -0.045
N 1.48 1.29 -2.80 -0.053
H 1.01 3.12 -0.59 0.092
F 3.28 -0.06 -0.52 -0.027
H 0.75 -2.52 -1.14 0.089
H -1.61 -0.21 4.08 0.083
N -1.73 -3.07 -3.24 0.036
C -2.57 -0.48 1.60 -0.603
C -0.92 2.09 2.04 -0.887
F 1.55 1.25 0.04 -0.225
S -1.07 3.04 3.36 0.464
N -2.02 3.68 -2.83 0.095
N 0.69 -1.16 0.44 -0.063
C -4.94 -3.21 -0.32 -0.047
F 3.83 2.49 -0.92 0.102
C -0.03 4.55 -1.84 -0.021
H 0.81 0.07 2.10 0.076
S -2.86 1.21 -2.26 0.631
N 0.71 0.23 -2.44 -0.079
C 2.29 -2.95 1.83 -0.133
H -1.25 -1.96 4.14 0.082
C -4.49 -1.90 -0.15 -0.153
I 2.53 -1.18 4.28 0.871
C -6.72 -1.26 0.53 -0.099
H -4.26 -3.97 -0.68 0.087
C 2.89 0.75 0.53 -0.164
N -1.30 -1.44 -1.78 -0.077
H -1.36 6.80 -2.76 0.070
C 1.87 -3.24 0.53 -0.050
H 0.46 -2.37 -4.36 0.130
N 2.11 1.00 -3.87 -0.084
H 2.91 -3.65 2.37 0.091
N -2.30 -0.61 0.22 -0.097
C -1.41 5.93 -3.42 -0.049
C 1.08 -2.33 -0.13 -0.090
N 0.35 -1.93 -3.46 0.123
H -5.07 0.10 0.36 0.107
O -1.75 -1.28 2.31 -0.052
F 3.20 3.04 1.08 0.106
C -7.16 -2.57 0.38 -0.128
F 4.97 1.81 0.80 0.090
N -0.80 1.40 1.10 -0.081
H 0.68 5.35 -1.71 0.102
N -2.77 -3.04 -2.35 0.013
C 0.17 3.33 -1.23 -0.116
N 1.79 -0.24 -4.30 0.022
H -2.95 -1.38 4.00 0.090
O -3.47 0.14 2.09 0.112
W -0.62 0.25 -0.64 1.568
H 2.15 -4.15 0.03 0.103
C -6.27 -3.53 -0.06 -0.113
H -8.19 -2.83 0.58 0.082
H -7.41 -0.48 0.85 0.094
C -1.15 4.66 -2.66 -0.351
H -2.39 5.88 -3.89 0.068
H -6.59 -4.56 -0.20 0.088
N -0.71 2.34 -1.39 -0.140
C 3.71 2.03 0.34 -0.609
N -2.48 -2.04 -1.50 -0.115
C 0.92 -0.67 -3.40 -0.476
C -1.80 2.53 -2.18 -0.870
C -0.89 -2.15 -2.88 -0.456
C -5.41 -0.92 0.27 -0.031
C 1.13 -0.86 1.67 -0.242
```

---

No. 2
Below is a structure of composition C24H18FeN16O4S, with properties calculated with ωB97M-V with the def2-TZVPD basis set.

Calculated values
Expectation value of S² = 8.758
Total charge = -1
HOMO (alpha / beta) = -5.66 / -5.65 eV
Multiplicity = 6

The geometry in XYZ format:
```
64
Properties=species:S:1:pos:R:3:mulliken_spin:R:1
H -2.95 6.22 2.21 0.000
C -1.67 -1.55 4.37 -0.003
C -2.51 -1.52 -1.53 0.005
H -1.64 7.13 1.75 0.000
C 0.23 -1.68 2.93 0.010
H -2.12 -1.62 5.35 0.000
O -3.76 -0.56 0.85 0.017
H 0.81 4.47 -1.21 0.000
C 3.71 1.38 1.66 0.006
C -2.00 -2.00 -3.93 0.002
C -2.02 3.09 0.00 0.003
O -3.70 -1.64 -1.74 0.014
N -2.32 6.46 1.46 0.000
C -1.54 -1.71 -2.66 -0.008
C 1.33 -4.19 0.27 0.000
H -3.06 -2.13 -4.07 0.001
N 0.30 -3.37 0.07 0.074
H 4.65 1.47 2.20 0.000
N -0.42 -5.33 0.57 0.016
N -0.80 -4.14 0.27 0.001
N 1.80 0.13 1.07 0.041
N 0.93 -5.41 0.58 0.002
C -0.83 3.21 -0.69 0.006
H -3.50 -1.05 3.32 0.000
N -1.88 -1.26 -0.34 0.095
C -1.82 -1.18 2.03 0.004
O -1.41 1.17 -2.15 0.002
H 1.28 -1.85 2.75 -0.004
N 4.33 -2.38 -0.66 0.004
C -2.44 -1.23 3.26 0.007
C 3.22 2.40 0.86 0.000
H 3.33 -4.54 0.30 -0.001
C 0.64 -1.57 -3.38 0.018
H -3.45 4.06 1.27 0.000
N -0.52 -1.37 1.87 0.068
H 3.75 3.34 0.78 0.000
S -0.24 1.82 -1.61 0.006
N 3.08 -0.77 -1.39 0.005
H -2.57 2.15 -0.04 -0.001
C 1.45 1.14 0.26 -0.014
N 2.65 -3.80 0.23 0.007
Fe 0.23 -1.28 -0.23 4.323
C -1.08 -2.07 -4.96 -0.001
C -0.31 -1.78 4.20 0.007
C -2.51 4.15 0.73 -0.001
H 0.32 -2.06 5.03 0.000
C -0.12 4.40 -0.67 0.000
H -0.07 6.41 0.07 0.000
H 1.67 -1.37 -3.12 0.003
C 3.06 -2.67 -0.42 0.005
C 2.93 0.24 1.74 -0.003
N 0.34 0.82 -0.46 0.060
N 4.29 -1.19 -1.28 0.011
C -0.62 5.48 0.05 0.000
C -2.62 -0.96 0.76 0.021
C -1.81 5.36 0.77 0.001
N 2.10 2.30 0.16 0.006
H 3.24 -0.61 2.34 0.000
O 0.78 2.27 -2.51 0.005
H 1.01 -1.86 -5.46 0.000
N -0.25 -1.52 -2.39 0.067
C 0.26 -1.84 -4.68 0.005
H -1.40 -2.29 -5.97 0.000
N 2.25 -1.70 -0.86 0.104
```

---

No. 3
Below is a structure of composition C24H18N3O7S4SbW at a distorted geometry, with properties calculated with ωB97M-V with the def2-TZVPD basis set.

Calculated values
Relative energy (zero: lowest compared OMol25 entry of this formula, charge and spin) = 3.6 kJ/mol
Expectation value of S² = 0.767
Total charge = -1
HOMO (alpha / beta) = -4.42 / -4.63 eV
Multiplicity = 2

The geometry in XYZ format:
```
58
Properties=species:S:1:pos:R:3:mulliken_spin:R:1
O 0.52 -0.94 -0.14 0.029
C -0.34 2.10 3.74 0.000
O 3.34 1.89 -0.82 0.000
H 1.75 2.01 3.14 0.000
C -0.16 3.40 4.53 0.000
C -2.01 -1.77 -5.10 -0.011
C -1.75 2.72 -0.28 0.003
H -1.45 -3.20 -3.61 0.006
C 1.67 -1.25 -0.62 0.017
C -1.71 -2.17 -3.80 0.035
C -0.86 2.35 2.33 -0.017
C 1.02 1.39 3.67 0.000
O 6.48 -1.54 -1.74 0.001
C 2.03 -2.62 -0.77 -0.003
C -2.39 -0.46 -5.38 0.015
H 1.39 1.19 4.67 0.000
S -1.81 -1.96 1.63 -0.032
S -2.78 -5.69 0.80 0.021
O -0.24 -3.24 -1.08 -0.006
C -1.15 3.63 1.83 -0.001
W -1.34 -1.73 -0.67 0.936
H 0.94 0.44 3.14 0.002
H 0.22 3.17 5.53 0.000
H -1.11 3.94 4.65 0.000
C 0.97 -3.66 -0.63 -0.010
H -1.46 0.24 4.00 0.003
H -1.00 1.04 5.51 0.000
C -1.75 -1.25 -2.75 -0.038
H 4.72 0.07 -1.44 0.000
H -2.74 1.49 -4.56 0.000
C 2.68 -0.30 -0.93 -0.008
N -1.71 0.43 -0.76 0.019
Sb -3.68 -3.68 1.25 0.083
H -2.65 -0.17 -6.39 0.001
C -2.45 0.47 -4.36 -0.008
C -1.34 1.21 4.49 0.000
H -0.82 0.26 1.84 0.012
C 3.97 -0.68 -1.25 -0.001
H -1.79 4.82 0.17 0.000
O 1.18 -4.78 -0.29 0.001
C 4.28 -2.02 -1.32 0.002
S -2.22 2.65 -1.95 0.006
H -1.97 -2.50 -5.90 0.000
C -2.04 0.94 -1.92 0.020
S -3.48 -2.60 -1.01 -0.062
O 1.27 1.49 -1.22 0.001
H 0.56 4.07 4.05 0.000
C -2.12 0.06 -3.06 -0.029
C -1.59 3.83 0.54 0.002
N 2.39 1.13 -0.93 0.000
H -1.01 4.50 2.46 0.000
H 3.55 -4.05 -1.17 0.000
H -2.33 1.69 4.53 0.000
C -1.04 1.26 1.50 -0.008
C -1.50 1.43 0.20 0.016
O 5.90 -3.61 -1.62 0.001
N 5.64 -2.42 -1.66 0.000
C 3.31 -3.00 -1.09 0.001
```

---

No. 4
Below is the molecule C24H18N4OS at a distorted geometry, with properties calculated with ωB97M-V with the def2-TZVPD basis set.

Calculated values
SMILES = Cc1[nH]c(-c2ccccc2)c(-c2ccccc2)c1-c1ccnc2[nH]c(=S)[nH]c(=O)c12
Total charge = 0
HOMO = -7.68 eV
Multiplicity = 1

The geometry in XYZ format:
```
48
Properties=species:S:1:pos:R:3:lowdin_charge:R:1
S 3.86 5.48 2.64 0.683
C -2.09 -0.27 -3.53 -0.069
C -0.83 -0.08 -1.49 -0.190
C -1.51 2.27 0.90 -0.010
C -0.37 1.42 -3.32 -0.065
H 0.60 -2.25 -2.24 0.115
H -0.78 -6.42 0.01 0.107
H 4.03 2.75 2.24 0.141
H 1.04 -0.97 3.95 0.073
C 0.54 3.92 1.45 -0.258
C 0.21 -3.16 -1.80 -0.014
N 3.14 3.09 1.96 0.124
H -2.90 -0.78 -4.07 0.108
C 0.81 2.52 1.39 0.013
C -1.66 3.65 0.96 -0.084
C -0.32 -1.86 0.29 -0.166
C 0.27 -4.36 -2.49 -0.073
N 1.54 4.81 1.74 0.086
H 0.68 -4.45 -3.49 0.104
H -0.58 -0.43 4.20 0.073
H 0.71 1.40 -1.45 0.110
H -0.03 -6.46 -2.37 0.098
H -2.37 1.66 0.63 0.132
H -2.65 4.05 0.80 0.107
C -0.12 -5.53 -1.84 -0.102
N 0.01 -1.87 1.63 0.142
O 2.63 0.99 1.59 0.098
C -0.25 0.23 1.04 -0.088
H -1.63 1.15 -5.02 0.082
C 2.81 4.41 2.08 -0.891
C -0.07 0.96 -2.05 -0.017
H 0.20 2.23 -3.76 0.101
C -1.36 0.78 -4.07 -0.085
C 2.23 2.13 1.62 -0.393
C -0.29 1.69 1.11 -0.129
H -1.04 -4.32 1.14 0.102
C -0.65 -4.31 0.14 -0.046
C 0.04 -0.62 2.09 -0.240
C -0.57 -5.50 -0.54 -0.094
C -0.52 -0.58 -0.14 -0.058
C -0.27 -3.10 -0.46 -0.145
C 0.29 -0.31 3.56 0.011
H 1.23 5.80 1.88 0.166
N -0.64 4.50 1.23 0.126
H 0.08 -2.71 2.20 0.166
C -1.78 -0.73 -2.25 -0.047
H -2.33 -1.54 -1.79 0.121
H 0.63 0.72 3.67 0.077
```